## i
DFT (the ωB97M-V functional and the def2-TZVPD basis) results for C17H28N2O4 in the gas phase.

Results
SMILES = COc1cccc(OC)c1OCCOCCN1CCN(C)CC1
Orbital gap = 9.11 eV
Highest occupied orbital energy = -8.299 eV

Bonds (Å) are listed after each position.
CARTESIAN COORDINATES (ANGSTROEM)
1 C -1.022 2.269 -2.257  O2 1.405, H24 1.095, H25 1.089, H26 1.095
2 O -1.829 1.673 -1.272  C1 1.405, C3 1.360
3 C -1.736 0.328 -1.090  O2 1.360, C4 1.390, C10 1.403
4 C -0.865 -0.509 -1.778  C3 1.390, C5 1.381, H27 1.077
5 C -0.838 -1.858 -1.487  C4 1.381, C6 1.382, H28 1.080
6 C -1.666 -2.401 -0.523  C5 1.382, C7 1.390, H29 1.078
7 C -2.559 -1.584 0.162  C6 1.390, O8 1.365, C10 1.403
8 O -3.425 -2.020 1.122  C7 1.365, C9 1.406
9 C -3.484 -3.397 1.398  O8 1.406, H30 1.089, H31 1.094, H32 1.095
10 C -2.598 -0.210 -0.123  C3 1.403, C7 1.403, O11 1.377
11 O -3.511 0.623 0.483  C10 1.377, C12 1.416
12 C -3.337 0.858 1.868  O11 1.416, C13 1.547, H33 1.092, H34 1.095
13 C -2.208 1.871 2.168  C12 1.547, O14 1.413, H35 1.092, H36 1.096
14 O -1.158 1.328 2.942  C13 1.413, C15 1.412
15 C -0.205 0.566 2.232  O14 1.412, C16 1.536, H37 1.096, H38 1.093
16 C 0.868 1.448 1.578  C15 1.536, N17 1.452, H39 1.094, H40 1.104
17 N 1.512 0.798 0.451  C16 1.452, C18 1.453, C23 1.453
18 C 2.238 -0.402 0.832  N17 1.453, C19 1.524, H41 1.090, H42 1.104
19 C 2.830 -1.065 -0.405  C18 1.524, N20 1.450, H43 1.093, H44 1.104
20 N 3.739 -0.154 -1.075  C19 1.450, C21 1.445, C22 1.449
21 C 4.388 -0.775 -2.207  N20 1.445, H45 1.102, H46 1.089, H47 1.089
22 C 3.016 1.042 -1.455  N20 1.449, C23 1.524, H48 1.093, H49 1.106
23 C 2.432 1.705 -0.214  N17 1.453, C22 1.524, H50 1.093, H51 1.104
24 H 0.042 2.131 -2.038  C1 1.095
25 H -1.263 3.331 -2.232  C1 1.089
26 H -1.244 1.874 -3.254  C1 1.095
27 H -0.203 -0.115 -2.532  C4 1.077
28 H -0.160 -2.506 -2.022  C5 1.080
29 H -1.619 -3.458 -0.319  C6 1.078
30 H -4.262 -3.511 2.152  C9 1.089
31 H -3.756 -3.975 0.509  C9 1.094
32 H -2.536 -3.770 1.799  C9 1.095
33 H -4.299 1.253 2.200  C12 1.092
34 H -3.136 -0.074 2.407  C12 1.095
35 H -2.597 2.697 2.768  C13 1.092
36 H -1.843 2.272 1.215  C13 1.096
37 H -0.682 -0.044 1.456  C15 1.096
38 H 0.243 -0.095 2.979  C15 1.093
39 H 0.380 2.349 1.195  C16 1.094
40 H 1.598 1.765 2.344  C16 1.104
41 H 1.546 -1.097 1.308  C18 1.090
42 H 3.052 -0.166 1.540  C18 1.104
43 H 3.388 -1.956 -0.106  C19 1.093
44 H 2.004 -1.372 -1.070  C19 1.104
45 H 3.675 -1.101 -2.982  C21 1.102
46 H 5.084 -0.065 -2.652  C21 1.089
47 H 4.948 -1.644 -1.863  C21 1.089
48 H 3.710 1.731 -1.944  C22 1.093
49 H 2.199 0.808 -2.162  C22 1.106
50 H 1.890 2.610 -0.501  C23 1.093
51 H 3.261 1.996 0.455  C23 1.104

---

## ii
DFT (the ωB97M-V functional and the def2-TZVPD basis) results for C17H28N2O4 in the gas phase.

Results
SMILES = COc1cc(CNCCCO)ccc1OCC(=O)NC(C)(C)C
Orbital gap = 8.99 eV
Highest occupied orbital energy = -8.344 eV

Bonds (Å) are listed after each position.
CARTESIAN COORDINATES (ANGSTROEM)
1 C -2.970 0.873 1.456  O2 1.406, H24 1.089, H25 1.095, H26 1.094
2 O -2.355 1.509 0.363  C1 1.406, C3 1.364
3 C -1.700 0.757 -0.567  O2 1.364, C4 1.389, C14 1.407
4 C -1.732 -0.632 -0.592  C3 1.389, C5 1.388, H27 1.079
5 C -1.083 -1.366 -1.575  C4 1.388, C6 1.509, C12 1.386
6 C -1.056 -2.874 -1.523  C5 1.509, N7 1.459, H28 1.094, H29 1.093
7 N 0.220 -3.405 -1.055  C6 1.459, C8 1.456, H30 1.017
8 C 0.561 -3.020 0.307  N7 1.456, C9 1.528, H31 1.095, H32 1.103
9 C 1.850 -3.709 0.754  C8 1.528, C10 1.532, H33 1.091, H34 1.092
10 C 1.694 -5.232 0.802  C9 1.532, O11 1.402, H35 1.094, H36 1.102
11 O 1.521 -5.804 -0.466  C10 1.402, H37 0.973
12 C -0.384 -0.689 -2.563  C5 1.386, C13 1.381, H38 1.080
13 C -0.319 0.690 -2.540  C12 1.381, C14 1.390, H39 1.079
14 C -0.952 1.432 -1.550  C3 1.407, C13 1.390, O15 1.372
15 O -0.769 2.789 -1.645  C14 1.372, C16 1.413
16 C -0.973 3.623 -0.523  O15 1.413, C17 1.534, H40 1.094, H41 1.095
17 C -0.215 3.187 0.738  C16 1.534, O18 1.213, N19 1.345
18 O -0.583 3.517 1.845  C17 1.213
19 N 0.872 2.442 0.469  C17 1.345, C20 1.462, H42 1.008
20 C 1.733 1.790 1.455  N19 1.462, C21 1.530, C22 1.528, C23 1.531
21 C 2.419 2.854 2.314  C20 1.530, H43 1.088, H44 1.086, H45 1.086
22 C 2.765 0.973 0.678  C20 1.528, H46 1.087, H47 1.088, H48 1.089
23 C 0.881 0.868 2.331  C20 1.531, H49 1.089, H50 1.087, H51 1.086
24 H -3.299 1.681 2.107  C1 1.089
25 H -3.835 0.279 1.141  C1 1.095
26 H -2.266 0.238 2.002  C1 1.094
27 H -2.289 -1.164 0.165  C4 1.079
28 H -1.229 -3.288 -2.520  C6 1.094
29 H -1.835 -3.247 -0.853  C6 1.093
30 H 0.959 -3.094 -1.681  N7 1.017
31 H -0.264 -3.337 0.953  C8 1.095
32 H 0.673 -1.928 0.418  C8 1.103
33 H 2.120 -3.347 1.747  C9 1.091
34 H 2.658 -3.457 0.064  C9 1.092
35 H 2.595 -5.687 1.222  C10 1.094
36 H 0.844 -5.486 1.456  C10 1.102
37 H 0.840 -5.277 -0.919  O11 0.973
38 H 0.118 -1.237 -3.346  C12 1.080
39 H 0.231 1.231 -3.295  C13 1.079
40 H -2.032 3.721 -0.270  C16 1.094
41 H -0.597 4.603 -0.835  C16 1.095
42 H 1.103 2.289 -0.500  N19 1.008
43 H 3.027 3.509 1.692  C21 1.088
44 H 1.667 3.453 2.819  C21 1.086
45 H 3.057 2.385 3.057  C21 1.086
46 H 3.420 0.448 1.368  C22 1.087
47 H 3.376 1.622 0.053  C22 1.088
48 H 2.272 0.239 0.044  C22 1.089
49 H 0.390 0.116 1.716  C23 1.089
50 H 1.503 0.367 3.068  C23 1.087
51 H 0.125 1.453 2.846  C23 1.086

---

Which one sits at the top of the stability order? ii does.